1.
Here is a molecular structure, C27H18BrIrN2O4 from OMol25. Energies are from the ωB97M-V functional and the def2-TZVPD basis.

charge: +1
LUMO level (spin up / spin down): -4.84 / -4.87 eV
electronic energy: -112330.6658 eV
orbital gap (spin up / spin down): 6.271 / 6.168 eV
spin multiplicity: 2
HOMO energy (spin up / spin down): -0.4084 / -0.4055 Ha

Each line ends with the Löwdin spin population.
Positions of all 53 atoms, in Å:
C 4.58387 2.76905 -0.34825  0.002
H -3.85287 4.44463 -1.71976  0.000
H -4.91713 2.20296 3.55864  0.000
C -3.99748 1.72148 3.25499  0.000
H -2.91829 3.13296 0.13574  0.000
O 1.42263 0.22177 0.11176  0.010
H -2.85340 -0.35559 -2.35881  0.000
C 0.84115 -6.72841 -0.35153  -0.001
C -2.34204 0.48700 0.12662  -0.002
H -1.12753 0.48363 4.56593  0.000
Ir 1.29639 -1.86815 -0.33366  0.893
H 2.78341 -6.63612 -1.29802  0.001
C -1.46767 -0.52542 -0.19415  0.018
H -1.05452 -3.98010 0.16782  0.000
O 3.23410 -1.73376 0.37853  0.018
H 0.86209 -7.79930 -0.20262  0.000
C 1.91655 -6.09288 -0.95339  0.001
C 1.84107 -4.72561 -1.11216  0.003
H -1.13127 -6.44326 0.47180  0.000
H -0.74854 -0.07954 2.19305  0.000
C -3.03453 1.40488 4.20584  -0.002
C -3.78621 1.41291 1.92639  -0.001
H 3.10420 4.31530 -0.46892  0.000
C -3.62034 1.43311 -3.25527  0.000
C -2.89021 1.27728 -0.96041  0.000
C -3.15702 2.64766 -0.79998  -0.001
O 6.81481 3.25231 -0.59895  0.000
Br 3.17792 -3.76485 -2.04061  0.040
C -3.91546 2.77977 -3.07412  -0.002
C -3.66418 3.38751 -1.84949  0.000
C -0.25835 -5.97711 0.03950  0.000
C 2.43721 0.99079 -0.04643  0.002
O 5.41480 4.89578 -0.56873  0.000
H -4.32279 3.36035 -3.89076  0.000
H -4.55810 1.61955 1.19798  0.000
C -0.61641 -1.38360 -0.44436  0.011
C 3.26359 3.25295 -0.35671  -0.001
N 5.69091 3.71192 -0.52383  0.000
H 5.13569 -1.13449 0.19208  0.000
C 4.07877 -0.84085 0.18492  0.004
H -3.79970 0.96734 -4.21495  0.000
C -0.22636 -4.60855 -0.12970  0.001
H 5.88713 1.11244 -0.16034  0.000
H -3.19139 1.66677 5.24356  0.000
C 2.21829 2.38463 -0.22210  0.001
C -1.87211 0.74206 3.82498  0.000
H 1.19073 2.72246 -0.22877  0.000
C -3.09256 0.69072 -2.21972  -0.001
C 3.80242 0.52950 -0.01875  0.003
C -1.65796 0.41708 2.50288  -0.001
N 0.81970 -3.98132 -0.67995  0.002
C -2.59869 0.77905 1.52242  0.000
C 4.85568 1.44132 -0.18022  -0.001

=====

2.
Here is a molecular structure, C27H18CaN5OS2 from OMol25. Energies are from the ωB97M-V functional and the def2-TZVPD basis.

charge: +1
LUMO level: -3.52 eV
electronic energy: -77898.2792 eV
orbital gap: 6.802 eV
spin multiplicity: 1
HOMO energy: -0.3794 Ha

Each line ends with the Löwdin charge.
Positions of all 54 atoms, in Å:
H -3.96875 -3.75644 8.52211  0.096
C 0.13997 0.61665 1.24769  -0.172
C 1.37942 1.01955 0.64965  -0.063
H 1.81706 -3.29566 -6.66310  0.109
N 0.05819 2.72875 -2.35695  -0.028
C -1.14805 1.62823 -0.58264  -0.062
C -4.04732 -1.64369 4.73376  0.012
N -0.03994 -0.07475 2.41510  0.196
C 3.22485 -1.73578 -6.29325  -0.076
N -2.00706 0.38049 1.48408  0.189
H -2.67141 -2.55120 8.37346  0.098
C -2.35047 1.94240 -1.23282  0.024
H 4.04119 -2.23603 -6.79735  0.114
C -1.05044 0.91344 0.64870  -0.127
C 1.34096 1.72617 -0.55198  -0.143
N 2.70243 1.40439 -4.52082  -0.193
H 4.53030 2.18468 -1.15184  0.103
S 4.73961 3.16617 -4.18993  0.427
C -2.33185 2.63101 -2.41558  -0.028
N 2.48311 2.14254 -1.16561  -0.040
H -2.55508 -4.10829 7.50459  0.098
H -3.00388 0.41037 1.36832  0.148
C 3.65102 1.84797 -0.61458  -0.104
C 3.40030 -0.48651 -5.70788  -0.467
H -4.05387 -0.61363 2.89053  0.105
C 0.05540 2.03901 -1.18341  -0.137
C -3.23393 -3.32642 7.84996  -0.063
C -1.89462 -2.05192 5.74627  0.002
H -3.29616 1.63865 -0.80022  0.124
H -1.05522 3.55474 -3.87701  0.117
C -3.42618 -1.00768 3.68253  -0.026
H -0.04744 -2.15617 -5.51930  0.106
C 3.76896 1.13699 0.58316  -0.015
O -3.97176 -2.77549 6.76393  -0.066
H 4.74982 0.92538 0.98428  0.120
H -3.24234 2.88474 -2.93919  0.119
H 0.28363 0.06800 -4.48092  0.101
C -3.28185 -2.17080 5.77579  -0.276
C -2.03615 -0.87876 3.63801  -0.161
C 2.35379 0.16469 -5.05923  -0.324
H 2.66011 0.17463 2.14880  0.130
C 3.97725 1.70469 -4.74288  -1.169
C -1.09744 3.00750 -2.94178  -0.123
S 4.83222 0.49398 -5.63590  1.065
C 1.09997 -0.43436 -4.98554  -0.028
C 2.62950 0.72616 1.21772  0.037
C 1.97640 -2.32412 -6.21533  -0.078
H -5.12320 -1.74772 4.77481  0.126
Ca 2.24248 3.16713 -3.21758  1.309
H -0.20914 -1.31287 4.65181  0.116
H -1.28455 -2.45236 6.54169  0.107
C 0.92108 -1.67612 -5.56568  -0.078
C -1.34429 -0.20411 2.53258  -0.240
C -1.28665 -1.40825 4.67899  -0.011

=====

3.
Here is a molecular structure, C27H18F3N6O2RuS2 from OMol25. Energies are from the ωB97M-V functional and the def2-TZVPD basis.

charge: -2
LUMO level (spin up / spin down): 4.07 / 3.33 eV
electronic energy: -73731.9373 eV
orbital gap (spin up / spin down): 4.350 / 6.261 eV
spin multiplicity: 6
HOMO energy (spin up / spin down): -0.0102 / -0.1076 Ha

Each line ends with the Löwdin spin population.
Positions of all 59 atoms, in Å:
C -0.76593 0.97149 1.54567  -0.018
H -0.00016 1.91253 -2.74757  0.008
C 2.69384 -4.43095 3.29553  0.071
Ru -0.28887 0.12741 -0.24948  2.452
N 1.08425 -1.38113 0.79458  0.296
H 5.17370 -0.49338 -0.57486  0.006
O -1.79199 -1.43015 -3.04733  0.003
H 1.89535 -0.04847 2.17247  0.010
N 3.16892 -5.25012 3.97409  0.148
F -3.81792 -0.73639 -4.73559  0.001
F -2.17033 0.60534 -5.13700  0.001
C -1.00941 2.35287 1.52278  0.018
C -4.00622 -4.02787 0.79180  0.002
H -1.52176 0.40175 4.80605  -0.001
H -0.77284 -0.78315 2.78330  0.002
C 0.92943 -2.71462 0.50545  0.091
H -1.93562 2.84358 4.74012  0.002
C -0.98913 4.36509 -0.03036  0.003
C 2.29205 -2.03984 2.77975  0.080
H 0.39671 -2.93541 -0.41054  0.008
S 1.02271 -0.56960 -2.21347  0.333
H -0.28130 4.31200 -3.33304  0.000
H 3.62927 -2.27731 -2.33884  0.006
S 2.42001 1.49435 -0.01194  0.408
C 4.79813 0.48100 -0.90300  0.015
C -1.60517 2.32388 3.84900  0.025
C -1.37075 0.95136 3.88410  -0.004
C 1.76890 -1.09824 1.94771  0.085
H -1.27625 5.02414 0.77668  0.000
H -0.92741 5.90856 -1.51627  0.000
C 1.41453 -3.72573 1.27671  0.078
N -1.74485 -1.43176 0.19503  0.071
C -0.95353 0.28348 2.74303  0.022
C -2.26453 -0.30789 -2.91956  0.005
C -0.43369 3.97676 -2.31696  0.004
H 2.82993 -1.73098 3.66735  0.004
H -1.62144 4.09112 2.64669  -0.001
H 4.54259 -0.90564 -2.97989  0.000
C 2.13877 -3.43329 2.47803  0.212
C -3.94656 -2.61264 0.72029  0.008
N -6.09224 -1.28192 1.22217  0.002
C 3.53801 -1.29725 -2.81686  0.015
H 3.05494 -1.45061 -3.78129  0.004
O -2.18819 0.54816 -2.00102  0.076
C -3.04367 0.20760 -4.17623  0.004
C -2.74374 -1.96169 0.42766  0.033
C -0.82259 3.00627 0.21870  0.011
C 3.28675 0.46237 -1.02353  0.155
C 2.68828 -0.39652 -1.94964  0.172
H 1.24890 -4.75210 0.97552  0.004
C -5.12257 -1.86725 0.98835  0.002
C -0.79382 4.85390 -1.30678  0.007
H 5.09800 1.22780 -0.17311  0.003
C -0.27947 2.64197 -2.00176  0.018
N -4.08262 -5.17940 0.86445  0.002
F -3.84122 1.26437 -3.93978  0.000
H 5.27588 0.71514 -1.85931  0.003
C -1.42522 3.02487 2.66912  -0.004
N -0.45885 2.17215 -0.76717  0.039

=====

The maximum force results, record by record, are as follows: 3.07; 0.86; 0.84 eV/Å.
The ΔE to the lowest compared entry with this formula, charge and spin results, record by record, are as follows: 0.714; 0.000; 0.473 eV.